A structure of composition C15H23ClDyN3O9P2. Source: OMol25; level of theory: ωB97M-V/def2-TZVPD.

The gap between HOMO and LUMO (alpha / beta) comes out at 0.1671 / 0.1685 hartree. As for the total charge: +2. The LUMO energy (alpha / beta) is -0.385 / -0.384 Eh. As for the highest occupied orbital energy (alpha / beta): -15.03 / -15.03 eV. The spin multiplicity is 6. The energy comes out at -3453.9194 Ha. The energy relative to the best compared isomer or geometry (same formula, charge and spin) comes out at 20.09 kcal/mol. The max |F| comes out at 7.544 eV Å⁻¹.

Each line ends with the Löwdin spin population.
Atoms and positions in Å:
1 C -2.1755 0.0350 -3.9071  0.00
2 C -1.6443 0.7801 -2.8097  0.00
3 H -2.8943 0.6257 -4.5096  0.00
4 H -2.6627 -0.8670 -3.4869  0.00
5 H -1.3203 -0.2829 -4.5394  0.00
6 O -1.5882 1.7875 -2.2164  0.00
7 Cl -0.2534 -3.7092 -1.0971  0.00
8 Dy 0.3153 -1.4076 -0.4247  5.06
9 P -2.3649 -0.8289 0.5913  -0.01
10 C -2.9872 0.2913 1.8756  0.00
11 C -3.8539 -1.1049 -0.4212  0.00
12 H -4.6634 -1.4809 0.2217  0.00
13 H -3.3323 -2.6072 1.8999  0.00
14 H -3.6280 -1.8334 -1.2102  0.00
15 H -1.8987 -3.2088 0.9887  0.00
16 H -3.0878 1.3042 1.4704  0.00
17 H -4.1648 -0.1617 -0.8884  0.00
18 C -2.3036 -2.3784 1.5876  0.00
19 H -3.9701 -0.0617 2.2178  0.00
20 H -1.6691 -2.2330 2.4734  0.00
21 H -2.2962 0.3179 2.7302  0.00
22 P 2.1397 0.6438 -1.4341  -0.01
23 C 2.7188 2.1329 -0.5509  0.00
24 C 3.7675 -0.1724 -1.6919  0.00
25 H 1.4164 0.5824 -3.7443  0.00
26 H 2.8712 1.5961 -3.5294  0.00
27 H 1.2586 2.2231 -3.0700  0.00
28 C 1.8948 1.3346 -3.1064  0.00
29 H 3.6134 -1.2174 -1.9882  0.00
30 H 4.3319 0.3525 -2.4717  0.00
31 H 3.6054 2.5448 -1.0552  0.00
32 H 2.9817 1.8585 0.4803  0.00
33 H 4.3568 -0.1770 -0.7676  0.00
34 H 1.9232 2.8870 -0.5129  0.00
35 C -0.3748 1.1135 0.0257  -0.01
36 O -0.5080 2.1629 0.5017  0.00
37 O 5.9624 -0.8074 4.9271  0.00
38 N 4.8555 -0.2982 5.1950  0.00
39 O 4.6598 0.4023 6.2035  0.00
40 C 3.7581 -0.5236 4.2887  0.00
41 C 3.9669 -1.2905 3.1377  0.00
42 C 2.9047 -1.5239 2.2659  0.00
43 C 1.5913 -0.9869 2.5480  0.00
44 O 0.6329 -0.9818 1.6718  -0.02
45 C 1.3995 -0.3225 3.7829  0.00
46 C 2.4902 0.0175 4.5673  0.00
47 N 0.0400 0.1167 4.1381  0.00
48 O -0.8939 -0.7068 4.0848  0.00
49 O -0.0924 1.2894 4.5315  0.00
50 N 3.2298 -2.1682 1.0232  0.00
51 O 4.3860 -2.5597 0.8391  0.00
52 O 2.3637 -2.2441 0.0599  -0.01
53 H 4.9483 -1.6764 2.8835  0.00
54 H 2.3499 0.6767 5.4173  0.00

Cartesian forces, eV/Å:
C 0.643 -2.023 -0.334
C -1.680 7.146 1.742
H 0.328 0.251 0.587
H 0.136 0.173 -0.313
H -0.402 -0.026 0.150
O 0.541 -5.484 -2.332
Cl -0.213 0.367 -0.432
Dy 0.327 -0.251 1.068
P -1.041 -1.184 0.876
C 0.294 0.737 -0.055
C 0.038 0.045 -0.335
H 0.173 0.119 -0.325
H 0.284 -0.001 -0.038
H -0.200 -0.010 0.203
H -0.290 0.174 0.274
H -0.114 -0.072 0.189
H -0.104 -0.147 0.111
C 0.286 -0.255 -0.228
H 0.281 0.025 -0.134
H -0.220 0.040 -0.301
H -0.260 -0.028 -0.298
P 1.720 0.323 -0.630
C -0.418 0.078 0.478
C -0.130 -0.595 -0.016
H 0.196 0.121 -0.140
H -0.315 0.048 -0.004
H 0.092 -0.003 -0.048
C -0.460 -0.116 -0.176
H 0.212 0.227 -0.029
H -0.108 -0.078 0.236
H -0.311 -0.167 0.104
H -0.001 0.154 -0.232
H -0.163 0.021 -0.134
H 0.278 -0.053 0.024
C -0.028 4.163 2.086
O 0.318 -3.747 -1.585
O -2.335 0.722 0.042
N 2.796 0.682 2.032
O -0.226 -1.192 -1.952
C -0.957 -0.560 -1.399
C 0.059 0.322 0.801
C -0.761 0.659 0.377
C 0.023 -0.223 -0.687
O -0.021 -0.269 -0.089
C 0.941 -0.178 -0.295
C -0.263 -0.323 0.306
N -1.496 1.107 1.013
O 1.975 1.204 -0.134
O 0.412 -2.182 -0.894
N 1.659 -0.344 -1.508
O -2.892 0.638 0.289
O 1.372 0.053 1.727
H -0.062 0.072 0.277
H 0.085 -0.159 0.088